A:
Computed, not measured: a molecular structure, C39H28ClN8O3RbS3, with the ωB97M-V functional and the def2-TZVPD basis.

ORCA input file:
```
! wB97M-V def2-TZVPD RIJCOSX def2/J DEFGRID3
* xyz -2 1
Rb -0.2980 -0.0952 0.6058
C 1.5452 1.5258 -3.7074
C 0.8844 1.1663 -4.8770
C -0.3537 0.5797 -4.7784
C -0.9310 0.3704 -3.5070
N -0.2973 0.7497 -2.3889
C 0.9116 1.2805 -2.5012
N -2.1686 -0.1824 -3.5337
C -2.8055 -0.7641 -2.5661
N -2.4670 -1.0289 -1.2909
C -3.4567 -1.7513 -0.7307
N -3.6255 -2.1384 0.4875
C -2.7850 -2.1348 1.5427
C -3.3300 -1.7508 2.7892
C -2.5916 -1.9205 3.9326
C -1.3179 -2.4752 3.8370
C -0.8578 -2.8190 2.5789
N -1.5542 -2.6627 1.4637
C -4.5415 -1.9941 -1.7156
C -5.7396 -2.6732 -1.6606
C -6.5249 -2.7000 -2.8062
C -6.1247 -2.0453 -3.9646
C -4.9206 -1.3543 -4.0161
C -4.1359 -1.3459 -2.8814
H 2.5249 1.9768 -3.7246
H 1.3395 1.3391 -5.8451
H -0.9091 0.2586 -5.6460
H 1.4032 1.5299 -1.5682
H -4.3311 -1.3472 2.8054
H -2.9972 -1.6434 4.8985
H -0.7148 -2.6237 4.7194
H 0.1217 -3.2741 2.4561
H -6.0503 -3.1660 -0.7513
H -7.4622 -3.2437 -2.8010
H -6.7612 -2.0823 -4.8400
H -4.5971 -0.8404 -4.9095
O -1.3187 3.5540 -0.7989
C -0.0983 4.2454 -0.8831
C 0.8035 3.9954 0.3049
C 1.0405 4.9621 1.2739
C 1.9021 4.6608 2.3168
C 2.4940 3.4085 2.3514
C 2.1942 2.5082 1.3388
N 1.3755 2.8001 0.3462
H -1.1518 2.6162 -0.9741
H -0.3508 5.3095 -0.9509
H 0.4500 3.9540 -1.7899
H 0.5628 5.9291 1.2043
H 2.1194 5.4033 3.0763
H 3.1717 3.1298 3.1416
H 2.6575 1.5324 1.3012
Cl 0.4890 0.4024 8.5543
C 0.5848 0.1687 6.8255
C 1.6549 -0.5706 6.3016
C 1.7689 -0.7183 4.9553
C 0.8491 -0.1167 4.0144
O 1.0295 -0.2233 2.7906
C -0.2675 0.5927 4.6141
C -1.2794 1.2142 3.8198
O -1.3733 1.2740 2.6046
C -0.3671 0.7088 6.0083
H 2.3761 -1.0103 6.9785
H 2.5821 -1.2868 4.5236
H -2.0659 1.7155 4.4428
H -1.2151 1.2276 6.4379
S 8.9649 1.5691 -2.0531
C 7.5363 0.8539 -1.6138
S 6.3839 0.2269 -2.7526
C 5.2495 -0.1769 -1.3203
N 5.8167 0.1742 -0.2207
N 7.0558 0.7129 -0.3539
C 7.6578 1.1781 0.8203
C 9.0409 1.2013 0.9814
C 9.5847 1.7280 2.1369
C 8.7672 2.2058 3.1466
C 7.3896 2.1212 3.0138
C 6.8325 1.6071 1.8606
S 3.7941 -0.8828 -1.5773
H 9.6827 0.8118 0.2102
H 10.6596 1.7570 2.2498
H 9.2002 2.6216 4.0451
H 6.7445 2.4591 3.8127
H 5.7638 1.5221 1.7405
*
```

Calculated values
Orbital gap in eV: 6.2
M in g mol⁻¹: 873.83
HOMO level in eV: -2.5

***

B:
Computed, not measured: a molecular structure, C39H28ClN8O3RbS3, with the ωB97M-V functional and the def2-TZVPD basis.

ORCA input file:
```
! wB97M-V def2-TZVPD RIJCOSX def2/J DEFGRID3
* xyz -2 1
Rb -1.2318 -0.1505 0.8483
C -3.0903 3.5927 3.0277
C -3.7098 3.1147 4.1789
C -3.2318 1.9622 4.7455
C -2.1051 1.3107 4.1857
N -1.4990 1.7985 3.0923
C -2.0151 2.8791 2.5290
N -1.6753 0.2554 4.9126
C -0.9785 -0.7839 4.5676
N -0.4483 -1.1729 3.3920
C 0.1575 -2.3684 3.5645
N 0.8318 -3.1565 2.7896
C 1.2977 -2.9910 1.5298
C 1.7707 -4.1733 0.9174
C 2.3925 -4.1021 -0.3038
C 2.5121 -2.8594 -0.9132
C 1.9990 -1.7554 -0.2544
N 1.4238 -1.7969 0.9350
C -0.0622 -2.8481 4.9487
C 0.2409 -4.0417 5.5668
C -0.1843 -4.2121 6.8762
C -0.8752 -3.2024 7.5353
C -1.1685 -1.9947 6.9103
C -0.7581 -1.8327 5.6014
H -3.4297 4.4954 2.5401
H -4.5472 3.6446 4.6205
H -3.6870 1.5245 5.6218
H -1.5292 3.2129 1.6154
H 1.6497 -5.1113 1.4394
H 2.7867 -4.9917 -0.7811
H 2.9824 -2.7602 -1.8795
H 2.0921 -0.7700 -0.6963
H 0.7729 -4.8101 5.0268
H 0.0027 -5.1507 7.3849
H -1.2012 -3.3688 8.5559
H -1.7131 -1.2136 7.4233
O 1.7449 2.4593 2.5059
C 1.4824 3.5169 1.6283
C 1.6772 3.1573 0.1708
C 2.6115 3.8384 -0.6041
C 2.7670 3.4838 -1.9320
C 2.0041 2.4430 -2.4349
C 1.0860 1.8317 -1.5901
N 0.9209 2.1864 -0.3254
H 1.0148 1.8212 2.4592
H 2.1851 4.3139 1.8971
H 0.4587 3.8917 1.7683
H 3.2031 4.6311 -0.1695
H 3.4794 4.0061 -2.5586
H 2.1218 2.1067 -3.4529
H 0.4624 1.0218 -1.9457
Cl -8.4245 1.4208 -2.4861
C -6.9873 1.2326 -1.5079
C -6.9838 1.7587 -0.2105
C -5.8786 1.6097 0.5699
C -4.6915 0.9144 0.1309
O -3.7081 0.7872 0.8811
C -4.7505 0.3951 -1.2221
C -3.6468 -0.3327 -1.7810
O -2.5794 -0.5783 -1.2537
C -5.8957 0.5753 -2.0060
H -7.8596 2.2797 0.1555
H -5.8540 2.0129 1.5727
H -3.8334 -0.7043 -2.8172
H -5.9029 0.1864 -3.0155
S 4.1307 -3.8388 -6.6145
C 3.0902 -3.0796 -5.5762
S 1.8894 -3.9392 -4.6592
C 1.1905 -2.2935 -4.1085
N 1.9167 -1.3455 -4.5917
N 2.9643 -1.7442 -5.3643
C 3.7571 -0.7110 -5.8704
C 3.2003 0.5701 -5.9276
C 3.9506 1.6377 -6.3776
C 5.2634 1.4501 -6.7835
C 5.8144 0.1818 -6.7325
C 5.0791 -0.8934 -6.2730
S -0.1448 -2.2089 -3.1718
H 2.1785 0.6989 -5.6079
H 3.5108 2.6261 -6.4182
H 5.8526 2.2895 -7.1280
H 6.8356 0.0291 -7.0514
H 5.5290 -1.8691 -6.2282
*
```

Calculated values
Orbital gap in eV: 6.2
M in g mol⁻¹: 873.83
HOMO level in eV: -2.5

***

Least stable: B

***

A:
Computed, not measured: 2 unconnected molecules or ions with the total composition H3INP, with the ωB97M-V functional and the def2-TZVPD basis.

ORCA input file:
```
! wB97M-V def2-TZVPD RIJCOSX def2/J DEFGRID3
* xyz 0 1
H -0.6119 -0.2219 -1.0459
N -0.3842 -0.1016 -0.0858
P 0.5204 0.9229 0.5763
H 1.0840 2.1631 -0.0903
I 1.3888 -3.1471 1.0365
H 0.8804 -2.1769 2.3057
*
```

Calculated values
Orbital gap in eV: 8.8
SMILES string: [H]/N=P\[H].I
M in g mol⁻¹: 174.91
HOMO level in eV: -9.3

***

B:
Computed, not measured: a single H3INP molecule, with the ωB97M-V functional and the def2-TZVPD basis.

ORCA input file:
```
! wB97M-V def2-TZVPD RIJCOSX def2/J DEFGRID3
* xyz 0 1
N -1.6176 0.7838 1.7416
P 0.9585 -1.2497 -1.1522
I -0.4924 0.8890 0.1202
H -2.5281 0.6363 1.3480
H 1.5277 -0.0743 -1.7952
H 2.1518 -0.9851 -0.2625
*
```

Calculated values
Orbital gap (alpha / beta) in eV: 6.5 / 6.5
M in g mol⁻¹: 174.91
HOMO level (alpha / beta) in eV: -8.3 / -8.3

***

Least stable: B

***

A:
Computed, not measured: a molecular structure, CH5NO2Si, with the ωB97M-V functional and the def2-TZVPD basis.

ORCA input file:
```
! wB97M-V def2-TZVPD RIJCOSX def2/J DEFGRID3
* xyz 0 1
C 0.2580 -0.0094 -0.9339
N -2.8268 0.2488 0.0395
O -3.1458 -0.1741 -1.0318
O -3.4559 0.9416 0.8245
Si -0.7135 -0.5074 0.6260
H -0.4622 0.0317 -1.7194
H 0.9055 0.8655 -0.9034
H 1.0403 -0.7063 -1.0993
H -0.7562 -0.1963 1.9854
H -1.0684 -1.9212 0.6826
*
```

Calculated values
Orbital gap in eV: 9.1
M in g mol⁻¹: 91.14
HOMO level in eV: -9.2

***

B:
Computed, not measured: a single CH5NO2Si molecule, with the ωB97M-V functional and the def2-TZVPD basis.

ORCA input file:
```
! wB97M-V def2-TZVPD RIJCOSX def2/J DEFGRID3
* xyz 0 1
C 1.6211 -0.0907 0.0106
N 0.4202 -0.5328 -0.0068
O -0.0543 -1.7787 -0.0817
O -2.2817 -0.2834 -0.0560
Si -1.2583 0.8462 0.0310
H 1.7069 0.9741 0.2255
H 2.5081 -0.5772 0.1130
H -0.7092 1.5126 -1.1509
H -0.9449 -1.6388 -0.2985
H -1.0080 1.5689 1.2137
*
```

Calculated values
Orbital gap in eV: 10.1
M in g mol⁻¹: 91.14
HOMO level in eV: -9.8

***

Least stable: A

***

A:
Computed, not measured: 7 unconnected molecules or ions with the total composition C28H42O21, with the ωB97M-V functional and the def2-TZVPD basis.

ORCA input file:
```
! wB97M-V def2-TZVPD RIJCOSX def2/J DEFGRID3
* xyz 0 1
C -11.8931 15.4600 28.4811
C -13.1276 14.6416 28.9745
C -14.4240 15.3009 29.0602
O -15.3920 14.5093 28.3576
C -14.7857 13.4119 27.8662
O -15.3668 12.4469 27.4338
O -13.4377 13.5333 28.0409
H -10.9366 14.9574 28.6249
H -11.7424 16.4450 28.9230
H -12.0890 15.6318 27.4228
H -12.9023 14.1185 29.9039
H -14.2890 16.3571 28.8273
H -14.7231 15.3306 30.1079
C -11.8117 6.7503 24.8443
C -12.6869 5.6376 25.5126
C -12.7594 4.2987 24.7223
O -12.6753 3.3074 25.7298
C -12.1113 3.8400 26.8034
O -11.9246 3.1542 27.8060
O -11.9628 5.2113 26.6509
H -11.8484 7.7084 25.3627
H -12.3133 7.0551 23.9258
H -10.7749 6.4149 24.8689
H -13.7051 6.0090 25.6283
H -11.8860 4.2484 24.0721
H -13.5913 4.0700 24.0562
C -11.3071 -0.3551 37.3418
C -12.3820 0.1597 36.3584
C -12.5216 -0.6072 35.0246
O -13.8718 -1.0480 34.8972
C -14.5324 -0.6105 35.9989
O -15.7141 -0.3906 36.2660
O -13.6561 -0.1856 36.8458
H -10.2823 -0.1175 37.0562
H -11.1566 -1.4345 37.3625
H -11.5190 0.0546 38.3294
H -12.3983 1.2491 36.3267
H -12.0032 -1.5267 35.2965
H -12.0671 -0.0290 34.2201
C -3.1592 8.2267 23.4657
C -1.8754 7.4918 23.6506
C -1.7933 6.1055 23.0410
O -0.5421 6.3121 22.3113
C -0.0813 7.5175 22.3307
O 0.9066 8.0833 21.8185
O -0.8678 8.2603 23.0363
H -3.3930 8.4069 22.4164
H -3.1489 9.1249 24.0831
H -3.9927 7.6071 23.7965
H -1.6486 7.5948 24.7117
H -2.5713 5.9070 22.3038
H -1.7898 5.2427 23.7071
C -9.9289 -3.8295 26.4523
C -8.4733 -4.0487 26.9426
C -8.4225 -5.3778 27.6606
O -7.4651 -6.0693 26.8340
C -6.9150 -5.3667 25.8266
O -6.1239 -5.8377 24.9723
O -7.4744 -4.2066 25.9256
H -10.2155 -4.6483 25.7924
H -9.9572 -2.9811 25.7686
H -10.7201 -3.7365 27.1963
H -8.1930 -3.2041 27.5720
H -9.3680 -5.8852 27.8517
H -7.9534 -5.1760 28.6236
C -6.6060 3.9333 15.7730
C -7.9647 3.7467 16.4946
C -8.2849 2.8554 17.6341
O -8.1296 3.8180 18.6772
C -7.9211 5.0012 18.2587
O -7.8022 5.9960 18.9246
O -8.1959 5.0155 17.0179
H -6.6846 4.6343 14.9420
H -6.1922 3.0403 15.3048
H -5.8634 4.5078 16.3268
H -8.6169 3.5737 15.6386
H -7.4858 2.1145 17.6533
H -9.2604 2.3693 17.6212
C -23.4123 5.8842 19.8260
C -21.8372 5.8156 19.6785
C -20.9113 7.1149 19.6211
O -20.0976 6.9105 20.6944
C -20.3089 5.7369 21.3448
O -19.7723 5.3963 22.4110
O -21.3606 5.0780 20.8309
H -23.7574 4.8917 20.1156
H -23.9584 6.3558 19.0091
H -23.5027 6.6352 20.6108
H -21.5860 5.2894 18.7576
H -21.4320 8.0569 19.7933
H -20.3927 7.1706 18.6640
*
```

Calculated values
Orbital gap in eV: 10.7
SMILES string: C[C@H]1COC(=O)O1.C[C@H]1COC(=O)O1.C[C@H]1COC(=O)O1.C[C@H]1COC(=O)O1.C[C@H]1COC(=O)O1.C[C@H]1COC(=O)O1.C[C@H]1COC(=O)O1
M in g mol⁻¹: 714.62
HOMO level in eV: -10.3

***

B:
Computed, not measured: 7 unconnected molecules or ions with the total composition C28H42O21, with the ωB97M-V functional and the def2-TZVPD basis.

ORCA input file:
```
! wB97M-V def2-TZVPD RIJCOSX def2/J DEFGRID3
* xyz 0 1
C -14.9071 -7.4981 0.5747
C -14.9047 -8.3046 -0.8351
C -13.8823 -9.4452 -0.9427
O -14.7352 -10.5991 -0.9044
C -16.0608 -10.2808 -0.9948
O -16.9460 -11.0635 -0.6770
O -16.1535 -8.9005 -1.0649
H -13.8970 -7.6328 0.9615
H -15.5166 -7.9878 1.3342
H -15.1611 -6.4489 0.4238
H -14.8030 -7.5110 -1.5753
H -13.2183 -9.5687 -0.0872
H -13.3813 -9.4357 -1.9106
C -8.2161 -5.1203 1.6560
C -8.1833 -4.5404 3.1659
C -6.8160 -4.1192 3.7267
O -7.0275 -2.8660 4.2925
C -8.1865 -2.3788 3.8487
O -8.4330 -1.1963 4.0048
O -8.7844 -3.2453 3.1495
H -7.7728 -6.1062 1.5159
H -7.5717 -4.4827 1.0507
H -9.2590 -5.0949 1.3402
H -8.7160 -5.2059 3.8451
H -6.0855 -4.0517 2.9206
H -6.5716 -4.7945 4.5467
C -13.8456 -4.3339 2.3944
C -12.4299 -4.6107 2.1922
C -11.6244 -5.0792 3.4190
O -11.1380 -6.3335 3.1288
C -11.4979 -6.7605 1.8948
O -11.3267 -7.8271 1.3604
O -12.1225 -5.7492 1.2715
H -14.5016 -5.1705 2.6350
H -14.2575 -3.5832 1.7199
H -13.9731 -3.9002 3.3862
H -12.0566 -3.6510 1.8346
H -12.2191 -5.1949 4.3251
H -10.7876 -4.4070 3.6089
C -10.5476 -4.7328 -1.5619
C -10.8004 -5.5127 -2.8993
C -11.8644 -6.5898 -3.0333
O -12.4197 -6.2735 -4.2801
C -11.9221 -5.0976 -4.7467
O -12.2067 -4.4736 -5.7971
O -11.1495 -4.5673 -3.8179
H -11.4615 -4.5722 -0.9901
H -10.1075 -3.7392 -1.6465
H -9.8969 -5.4543 -1.0677
H -9.7793 -5.7669 -3.1837
H -12.5589 -6.5555 -2.1939
H -11.5386 -7.6294 -2.9988
C -5.0619 -10.2678 -6.4642
C -6.3933 -9.5558 -6.6033
C -7.4505 -10.6147 -6.3193
O -8.2468 -10.0890 -5.3064
C -7.8065 -8.8504 -4.9675
O -8.4344 -7.9162 -4.4661
O -6.6022 -8.6929 -5.4864
H -4.9879 -10.8376 -5.5379
H -4.3781 -9.4227 -6.3848
H -4.8927 -11.0208 -7.2340
H -6.7019 -9.2331 -7.5977
H -7.0892 -11.5509 -5.8937
H -8.1004 -10.8765 -7.1542
C -11.5670 -5.4296 -9.6773
C -10.0542 -5.5135 -9.4153
C -9.6838 -5.3213 -7.9630
O -8.7493 -6.4464 -7.8039
C -8.7712 -7.2719 -8.8443
O -8.3371 -8.3498 -8.8804
O -9.6383 -6.8016 -9.8010
H -11.7669 -5.8316 -10.6706
H -11.7566 -4.3787 -9.8960
H -12.2610 -5.8286 -8.9375
H -9.2653 -4.8818 -9.8236
H -10.6388 -5.5488 -7.4894
H -9.2159 -4.3501 -7.8020
C -14.4424 -2.7832 -3.9284
C -14.9769 -1.8008 -5.0405
C -14.1697 -1.7890 -6.2910
O -15.2296 -1.7471 -7.2911
C -16.3584 -2.2498 -6.8076
O -17.3189 -2.6959 -7.4732
O -16.1805 -2.2821 -5.4721
H -14.2717 -3.7952 -4.2954
H -15.1126 -2.8032 -3.0690
H -13.5459 -2.3610 -3.4744
H -15.1181 -0.7930 -4.6499
H -13.4403 -2.5976 -6.3385
H -13.7205 -0.7961 -6.2693
*
```

Calculated values
Orbital gap in eV: 10.7
SMILES string: C[C@H]1COC(=O)O1.C[C@H]1COC(=O)O1.C[C@H]1COC(=O)O1.C[C@H]1COC(=O)O1.C[C@H]1COC(=O)O1.C[C@H]1COC(=O)O1.C[C@H]1COC(=O)O1
M in g mol⁻¹: 714.62
HOMO level in eV: -10.7

***

Least stable: A

***

A:
Computed, not measured: a molecular structure, C2H3I3O, with the ωB97M-V functional and the def2-TZVPD basis.

ORCA input file:
```
! wB97M-V def2-TZVPD RIJCOSX def2/J DEFGRID3
* xyz 0 1
C -0.2735 0.1849 -0.0161
C 1.0142 0.7835 -0.6394
O -0.1783 0.3016 1.3521
I 3.0847 -0.1498 -0.7340
I 1.1951 2.8063 0.0946
I -2.1072 1.0093 -0.8177
H -0.1537 -0.8785 -0.5023
H 0.7436 1.0806 -1.7178
H -0.9105 0.5850 1.8808
*
```

Calculated values
Orbital gap in eV: 8.3
M in g mol⁻¹: 423.76
HOMO level in eV: -9.2

***

B:
Computed, not measured: a molecular structure, C2H3I3O, with the ωB97M-V functional and the def2-TZVPD basis.

ORCA input file:
```
! wB97M-V def2-TZVPD RIJCOSX def2/J DEFGRID3
* xyz 0 1
C -0.6332 0.3054 -0.3600
C 0.2866 -0.3367 -1.1119
O -0.2686 -1.5591 1.3194
I -2.6641 -0.0834 -0.6363
I -0.2231 -2.9692 0.2890
I 2.3559 -0.3301 -0.6102
H -0.2323 0.9517 0.5285
H 0.1092 -1.0746 -1.8589
H -0.4253 -2.1290 2.0861
*
```

Calculated values
Orbital gap in eV: 8.9
M in g mol⁻¹: 423.76
HOMO level in eV: -8.9

***

Least stable: B

***

A:
Computed, not measured: 2 unconnected molecules or ions with the total composition CH3NO2S, with the ωB97M-V functional and the def2-TZVPD basis.

ORCA input file:
```
! wB97M-V def2-TZVPD RIJCOSX def2/J DEFGRID3
* xyz 0 3
C 1.8550 -0.8091 -0.0225
N -2.1809 0.0677 0.2047
O -1.5376 -0.8080 -0.2625
O -1.7229 1.3518 -0.1922
S 2.6671 0.5765 0.0187
H 1.6878 -1.3953 0.8532
H 1.3608 -1.0574 -1.0208
H -2.1293 2.0739 0.4215
*
```

Calculated values
Expectation value of S²: 2.01
Orbital gap (alpha / beta) in eV: 7.0 / 8.5
M in g mol⁻¹: 93.11
HOMO level (alpha / beta) in eV: -6.9 / -10.5

***

B:
Computed, not measured: 2 unconnected molecules or ions with the total composition CH3NO2S, with the ωB97M-V functional and the def2-TZVPD basis.

ORCA input file:
```
! wB97M-V def2-TZVPD RIJCOSX def2/J DEFGRID3
* xyz 0 3
C 0.0883 0.1830 1.4020
N -0.1381 -0.2358 -1.9874
O -1.1217 0.3120 -1.6435
O 0.4092 -0.5358 -2.9781
S 1.1453 -0.9173 0.4674
H 0.6592 1.0509 1.7248
H -0.3086 -0.3487 2.2627
H -0.7335 0.4916 0.7522
*
```

Calculated values
Expectation value of S²: 2.01
Orbital gap (alpha / beta) in eV: 9.6 / 6.9
M in g mol⁻¹: 93.11
HOMO level (alpha / beta) in eV: -8.8 / -9.1

***

Least stable: A